ORCA calculation (the ωB97M-V functional and the def2-TZVPD basis) on a molecular structure, C4H4N6 at a distorted geometry.

Geometry as XYZ:
```
14
Properties=species:S:1:pos:R:3:forces:R:3:nbo_charge:R:1
C -0.6507 1.1428 0.3432 1.333 2.479 -3.835 0.375
C -0.2859 -1.2393 1.3180 -2.385 1.544 -0.907 -0.034
C 0.2581 -1.0790 0.0111 -0.302 1.831 0.306 0.032
C 0.0349 0.1867 -0.5834 -1.455 -2.627 4.098 0.048
H -0.6304 3.3538 0.7402 0.296 -4.182 -3.975 0.411
H -0.4110 2.7382 -1.0985 0.080 -0.604 0.553 0.420
H -0.2114 -2.2349 1.6054 -0.423 -1.507 1.764 0.189
H 1.7026 -2.5742 -0.6438 -0.496 0.487 -0.270 0.436
N -0.4940 2.4235 -0.1346 -0.753 4.644 4.147 -0.818
N -1.1934 0.9756 1.4956 0.279 -3.138 -0.194 -0.293
N -1.1455 -0.3677 1.8983 2.407 -1.091 0.119 -0.204
N 1.1286 -1.7467 -0.8396 -0.941 1.596 2.845 -0.284
N 1.5074 -0.9185 -1.7444 -1.844 3.490 -3.153 -0.027
N 0.6842 0.2982 -1.6949 4.204 -2.921 -1.499 -0.251
```
Forces are in eV/Å.

Results
ΔE to the lowest compared entry with this formula, charge and spin	242.0	kJ/mol
total charge	0
HOMO-LUMO gap	8.33	eV

ORCA calculation (the ωB97M-V functional and the def2-TZVPD basis) on C3H4O2 in the gas phase at a distorted geometry.

Geometry as XYZ:
```
9
Properties=species:S:1:pos:R:3:forces:R:3:nbo_charge:R:1
C -0.0058 0.1963 0.6944 -1.914 0.418 -0.173 -0.684
C -0.3528 1.4670 1.4425 1.178 -2.159 -0.297 -0.017
C 0.3780 -0.3162 -0.8499 -0.678 3.833 3.242 0.819
O 0.6156 0.4479 -1.7370 0.047 -0.703 -0.273 -0.570
O 0.3689 -1.6119 -0.8425 0.459 -1.376 -0.863 -0.649
H 0.4975 -0.3095 1.5040 0.247 -1.422 -0.695 0.239
H -1.2056 -0.0281 0.6583 2.104 0.052 0.705 0.287
H -1.0066 2.0130 0.8522 -1.276 1.752 -1.720 0.075
H 0.7107 -1.8585 -1.7219 -0.167 -0.394 0.076 0.501
```
Forces are in eV/Å.

Results
ΔE to the lowest compared entry with this formula, charge and spin	467.0	kJ/mol
total charge	0
HOMO-LUMO gap (alpha / beta)	8.58 / 8.58	eV

ORCA calculation (the ωB97M-V functional and the def2-TZVPD basis) on a gas-phase ion, C6H10 (charge +1) at a distorted geometry.

Geometry as XYZ:
```
16
Properties=species:S:1:pos:R:3:forces:R:3:nbo_charge:R:1
C 1.6671 -0.0020 -0.9570 0.605 -0.393 0.054 -0.687
C 0.6884 0.0244 0.1751 0.801 -0.376 0.262 0.056
C 1.1103 0.4991 1.4077 -0.748 -0.246 0.034 -0.077
C -1.0216 -0.9856 -1.1732 0.126 -0.660 -0.065 -0.079
C -0.6835 -0.3740 0.0135 0.328 1.985 -0.683 0.029
C -1.7234 0.3823 0.7949 -1.105 -0.872 0.304 -0.676
H 2.4747 0.7158 -0.8218 -0.281 0.422 0.140 0.262
H 2.2585 -0.9249 -0.9997 -0.470 -0.293 -0.054 0.273
H 1.1880 0.1856 -1.9069 0.061 -0.032 -0.202 0.242
H 0.3658 0.6024 2.1813 0.085 0.056 0.282 0.213
H 2.1378 0.7158 1.6690 0.028 0.050 -0.272 0.231
H -1.9974 -0.9116 -1.6281 -0.300 -0.095 0.300 0.228
H -0.3148 -1.6067 -1.7112 0.139 0.194 -0.017 0.220
H -2.6888 0.2610 0.3022 0.057 0.068 -0.159 0.252
H -1.9328 -0.0254 1.7904 0.413 0.073 0.005 0.264
H -1.5282 1.4437 0.8637 0.261 0.120 0.071 0.250
```
Forces are in eV/Å.

Results
ΔE to the lowest compared entry with this formula, charge and spin	42.5	kJ/mol
2S+1	2
total charge	+1
HOMO-LUMO gap (alpha / beta)	9.67 / 7.39	eV

ORCA calculation (the ωB97M-V functional and the def2-TZVPD basis) on C4H6O in the gas phase at a distorted geometry.

Geometry as XYZ:
```
11
Properties=species:S:1:pos:R:3:forces:R:3:nbo_charge:R:1
C -1.8251 1.4519 -0.2745 0.278 0.040 0.118 -0.211
C -0.8768 0.9005 0.2214 -1.200 -0.342 -0.568 -0.045
C -0.2784 -0.4130 0.4904 0.091 -0.183 0.135 -0.497
C 0.9755 -0.6783 -0.3175 -0.126 -0.289 -0.080 -0.049
O 2.0992 -0.0167 0.2102 0.144 0.286 0.056 -0.709
H -2.7331 1.6880 -0.7668 -0.057 0.717 -0.003 0.234
H -1.0612 -1.1042 0.1542 0.249 -0.102 0.211 0.233
H -0.1195 -0.5720 1.5567 0.222 -0.069 -0.021 0.233
H 0.7950 -0.4079 -1.3726 0.079 -0.049 0.269 0.163
H 1.1783 -1.7500 -0.2740 0.180 0.067 -0.040 0.181
H 1.8461 0.9016 0.3724 0.141 -0.076 -0.077 0.467
```
Forces are in eV/Å.

Results
ΔE to the lowest compared entry with this formula, charge and spin	189.4	kJ/mol
SMILES string	C#CCCO
total charge	0
HOMO-LUMO gap	10.84	eV

ORCA calculation (the ωB97M-V functional and the def2-TZVPD basis) on 2 unconnected molecules or ions with the total composition C3H7NS at a distorted geometry.

Geometry as XYZ:
```
12
Properties=species:S:1:pos:R:3:forces:R:3:nbo_charge:R:1
C 0.0069 -1.1257 0.4092 2.084 -0.044 -2.613 -0.238
C -1.0650 -1.4821 -0.4027 -0.279 -1.385 0.330 -0.190
C 0.2152 0.3496 0.7929 1.305 3.141 -1.516 -0.227
N 1.0474 -0.1651 -0.3147 -2.329 -1.741 1.575 -0.512
H 0.5811 -1.7377 1.0933 -0.738 -0.277 0.504 0.295
H -0.9461 -1.5757 -1.4788 0.020 0.836 -0.016 0.203
H -2.0008 -1.9202 -0.0717 0.225 -0.123 0.478 0.201
H -0.6381 0.9403 0.5147 -0.084 0.197 0.492 0.246
H 0.8410 0.7065 1.6011 -0.473 -0.528 0.692 0.261
H 0.5265 0.0929 -1.1540 0.386 0.088 -0.105 0.336
S 0.8963 2.9312 0.1499 -0.052 -0.023 0.238 -0.476
H 0.5355 2.9860 -1.1392 -0.066 -0.140 -0.059 0.102
```
Forces are in eV/Å.

Results
ΔE to the lowest compared entry with this formula, charge and spin	613.7	kJ/mol
total charge	0
HOMO-LUMO gap	4.42	eV

ORCA calculation (the ωB97M-V functional and the def2-TZVPD basis) on a molecular structure, C21H33N3O7P2Pd at a distorted geometry.

Geometry as XYZ:
```
67
Properties=species:S:1:pos:R:3:forces:R:3:nbo_charge:R:1
P -0.2423 -1.7682 -3.2583 -0.085 0.513 -0.645 0.890
P 0.1259 1.6890 -3.4595 -0.385 0.089 0.186 0.880
C -0.4364 -0.7715 -4.7913 0.248 -0.490 -0.481 -0.732
C 0.3615 0.5304 -4.8685 -0.113 0.503 0.038 -0.713
H -1.5226 -0.6068 -4.8807 0.321 0.117 -0.134 0.225
H -0.1142 -1.4317 -5.6078 -0.280 0.242 -0.272 0.214
H 1.4455 0.3649 -4.8996 -0.175 -0.220 -0.165 0.228
H 0.0729 1.1018 -5.7558 0.219 -0.202 -0.242 0.227
C -1.4089 2.5790 -3.9351 0.170 0.253 -0.203 -0.947
H -1.6857 3.2722 -3.1248 -0.084 -0.329 -0.256 0.241
H -2.2066 1.8425 -4.1098 0.119 0.304 0.178 0.238
H -1.2600 3.1678 -4.8513 -0.091 -0.142 0.127 0.224
C 1.4276 2.9167 -3.6985 0.000 0.314 -0.501 -0.949
H 1.2233 3.5433 -4.5761 0.247 -0.001 0.139 0.224
H 2.3696 2.3771 -3.8447 -0.021 0.282 0.170 0.241
H 1.4621 3.5358 -2.7951 0.216 -0.044 -0.281 0.240
C -1.2944 -3.1797 -3.7311 0.203 0.038 -0.226 -0.951
H -1.2645 -3.9253 -2.9274 -0.222 0.079 -0.264 0.239
H -0.9124 -3.6064 -4.6652 -0.246 -0.192 0.092 0.216
H -2.3097 -2.7911 -3.8905 0.163 -0.352 0.136 0.234
C 1.4364 -2.4696 -3.5064 -0.268 -0.227 -0.242 -0.961
H 2.1590 -1.6492 -3.6106 -0.056 -0.392 0.123 0.231
H 1.4241 -3.0770 -4.4205 0.241 0.096 0.101 0.220
H 1.6753 -3.1232 -2.6536 0.147 0.325 -0.263 0.241
Pd -0.2700 -1.2222 1.5514 -2.080 1.780 -2.394 0.684
C 0.4910 1.9200 -0.2190 1.323 -0.285 0.547 -0.019
C -0.7879 1.4722 -0.0497 -1.098 -1.181 1.400 -0.082
C -1.6070 0.6536 -0.9714 -1.050 -1.125 -1.042 -0.503
C -1.8967 -0.8896 -0.8876 0.030 0.194 0.609 -0.430
C -0.7276 -1.7946 -0.5290 0.892 -0.144 0.395 -0.286
C 0.6525 -1.4823 -0.5223 -1.236 -0.471 1.349 -0.231
C 1.2667 -0.2786 -1.1408 -0.029 0.046 -0.007 -0.508
C 1.6035 0.8793 -0.1761 0.777 0.176 -0.892 -0.471
C 1.2642 -1.8023 2.5405 1.809 -0.739 1.321 -0.883
H 0.7637 2.9900 -0.1423 -0.192 -0.678 0.789 0.230
H -1.3525 1.6869 0.8730 0.244 1.234 -0.572 0.274
H -1.2603 0.8785 -1.9962 -0.213 -0.317 0.659 0.232
H -2.6187 1.0817 -0.8750 0.238 0.049 -0.090 0.239
H -2.6883 -1.0478 -0.1339 0.358 0.020 -0.049 0.235
H -2.3747 -1.1879 -1.8435 0.338 0.161 0.329 0.219
H -0.9700 -2.8584 -0.3814 -0.097 0.481 -0.086 0.234
H 1.3603 -2.2466 -0.1730 -0.476 0.001 -0.564 0.227
H 0.5872 0.1066 -1.9284 0.765 -0.374 0.651 0.254
H 2.1996 -0.5876 -1.6310 -0.159 0.066 0.136 0.222
H 1.6927 0.4529 0.8561 -0.222 0.798 -0.633 0.287
H 2.6007 1.2902 -0.4497 -0.701 0.094 0.212 0.220
H 1.7460 -0.9909 3.1096 -0.092 -0.622 -0.136 0.220
H 1.9239 -2.3213 1.8452 0.344 -0.052 0.471 0.177
H 0.6355 -2.4992 3.1361 0.679 0.026 0.210 0.184
O -1.1819 -0.3884 8.7443 1.320 1.122 -1.097 -0.392
N -0.2856 0.3172 8.2393 0.058 -0.259 2.075 0.516
O 0.5922 0.8751 8.9279 -1.279 -0.713 -1.288 -0.394
C -0.2386 0.4789 6.7979 -0.797 -0.280 -0.239 -0.076
C -1.2084 -0.1788 6.0297 0.588 0.279 0.316 -0.076
C -1.1782 -0.0571 4.6475 0.479 0.514 0.406 -0.138
C -0.1695 0.7824 3.9869 0.150 -0.371 -1.258 0.529
O -0.1738 1.0335 2.7593 -0.092 0.005 0.812 -0.704
C 0.8963 1.2877 4.8498 -0.519 -0.516 0.423 -0.088
C 0.7926 1.2403 6.2258 0.440 -0.177 -0.693 -0.100
N 2.1347 1.7885 4.2207 1.231 1.317 -0.043 0.517
O 2.6544 2.8077 4.7388 -1.012 -2.057 -1.002 -0.382
O 2.6298 1.1765 3.2591 -1.064 1.009 1.689 -0.369
N -2.2180 -0.7473 3.9417 -1.759 -0.616 -0.616 0.514
O -3.1290 -1.2765 4.6170 1.697 0.861 -1.577 -0.372
O -2.2315 -0.7885 2.6652 -0.138 0.079 2.466 -0.469
H -1.9812 -0.7917 6.4927 0.355 0.276 -0.015 0.285
H 1.5363 1.7173 6.8571 -0.074 -0.174 -0.088 0.275
```
Forces are in eV/Å.

Results
ΔE to the lowest compared entry with this formula, charge and spin	30.8	kJ/mol
2S+1	3
total charge	0
HOMO-LUMO gap (alpha / beta)	5.76 / 4.92	eV